Record 1
Computed, not measured: a molecular structure, C27H28F5N3O5PtS3, with the ωB97M-V functional and the def2-TZVPD basis.

## Properties
Total charge: +2
HOMO-LUMO gap in eV: 4.1
Multiplicity: 1

Geometry as XYZ:
```
72
Properties=species:S:1:pos:R:3:forces:R:3
Pt -0.071 -0.063 0.011 0.3 -1.7 -0.8
C 1.491 4.312 -0.584 -0.1 0.0 -0.1
N 2.350 3.416 0.193 0.0 -0.2 0.0
C 3.534 4.014 0.809 0.1 0.0 0.0
C 2.093 2.129 0.279 0.4 0.5 0.3
O 1.108 1.636 -0.332 -0.1 -0.5 0.2
C 3.031 1.258 1.104 -0.2 -0.2 -0.3
O 2.519 -0.044 1.036 0.1 0.1 0.5
C 3.336 -1.063 0.523 0.0 0.0 -0.1
C 2.380 -2.154 0.073 0.3 -0.2 0.0
O 1.150 -1.949 0.094 -0.1 0.5 -0.1
N 2.900 -3.301 -0.329 0.0 0.2 0.1
C 2.047 -4.397 -0.777 -0.1 -0.1 0.0
C 4.345 -3.531 -0.325 0.0 -0.1 0.0
H 0.953 4.974 0.093 0.0 0.0 0.0
H 0.785 3.730 -1.166 0.0 0.0 0.0
H 2.114 4.906 -1.250 0.0 0.0 0.0
H 3.389 5.090 0.840 0.0 0.0 0.0
H 4.431 3.803 0.226 0.0 0.0 0.0
H 3.672 3.666 1.831 0.0 0.0 0.0
H 3.055 1.601 2.143 0.0 0.0 0.0
H 4.047 1.329 0.702 0.0 0.0 0.0
H 4.035 -1.427 1.283 -0.1 -0.1 -0.1
H 3.910 -0.728 -0.351 0.0 0.1 0.1
H 1.012 -4.165 -0.549 0.0 0.0 0.0
H 2.338 -5.308 -0.256 0.0 0.0 0.0
H 2.167 -4.544 -1.850 0.0 0.0 0.0
H 4.877 -2.725 -0.827 0.0 0.0 0.0
H 4.541 -4.451 -0.868 0.0 0.0 0.0
H 4.724 -3.644 0.691 0.0 0.0 0.0
C -7.755 3.911 -4.893 -0.1 0.0 0.1
C -8.166 3.647 -3.478 0.0 0.1 -0.1
O -8.954 2.846 -3.101 0.0 -0.1 0.0
S -7.328 4.771 -2.237 -0.1 0.1 0.0
C -5.976 3.777 -1.784 0.2 -0.2 0.1
C -5.841 2.415 -2.086 -0.1 0.0 0.0
C -4.715 1.725 -1.699 0.1 -0.1 0.1
C -3.685 2.362 -0.990 -0.5 0.4 -0.2
C -3.845 3.717 -0.649 0.1 0.0 0.0
C -4.966 4.406 -1.038 0.0 0.1 0.0
C -2.516 1.669 -0.655 1.8 -1.1 0.7
C -1.463 1.078 -0.396 -2.6 1.9 -0.8
H -8.258 3.221 -5.565 0.0 0.0 0.0
H -6.671 3.821 -4.975 0.0 0.0 0.0
H -8.016 4.939 -5.145 0.0 0.0 0.0
H -6.631 1.890 -2.605 0.0 0.0 0.0
H -4.616 0.674 -1.937 0.0 0.0 -0.1
H -3.069 4.213 -0.080 0.0 0.0 0.0
H -5.076 5.452 -0.780 0.0 0.0 0.0
S -0.286 0.325 2.233 0.2 0.0 0.2
C -1.935 0.232 2.731 -0.5 -0.2 -0.2
N -2.915 -0.412 2.160 0.3 0.2 0.1
C -4.166 -0.507 2.920 0.0 0.0 0.0
C -4.137 0.652 3.911 0.0 0.0 -0.1
S -2.369 0.991 4.217 0.2 0.1 0.1
H -2.758 -0.944 1.309 0.1 -0.2 -0.3
H -4.195 -1.472 3.430 0.1 0.0 0.0
H -5.016 -0.446 2.244 0.0 0.0 0.0
H -4.620 0.403 4.851 0.0 0.0 0.0
H -4.580 1.557 3.500 0.0 0.0 0.0
F -3.729 -3.532 -4.542 -0.3 -0.3 -0.5
C -3.161 -3.026 -3.475 0.5 0.4 0.6
C -3.838 -3.035 -2.253 0.4 0.0 -0.7
F -5.049 -3.555 -2.176 -0.2 -0.1 0.0
C -3.236 -2.485 -1.148 1.1 0.3 -0.4
F -3.879 -2.458 0.017 -0.3 0.0 0.5
C -1.928 -1.947 -1.196 -1.0 -0.5 -2.1
O -1.431 -1.523 -0.065 1.1 0.7 2.2
C -1.283 -1.933 -2.453 -1.0 -0.3 1.0
F -0.080 -1.374 -2.583 0.7 0.5 0.3
C -1.884 -2.463 -3.571 -1.0 -0.4 0.1
F -1.266 -2.442 -4.738 0.2 0.0 -0.2
```
Forces are in eV/Å.

Record 2
Computed, not measured: 2 unconnected molecules or ions with the total composition C27H43N2O4, with the ωB97M-V functional and the def2-TZVPD basis.

## Properties
Total charge: +1
HOMO-LUMO gap in eV: 7.9
Multiplicity: 1

Geometry as XYZ:
```
76
Properties=species:S:1:pos:R:3:forces:R:3
C 7.269 -1.567 -0.382 0.8 -0.5 0.2
O 5.977 -1.373 -0.908 0.3 0.6 0.4
C 5.953 -0.399 -1.950 -0.7 -0.8 -0.6
C 4.491 0.075 -2.134 0.2 0.2 -0.3
C 4.269 1.596 -1.833 0.2 -1.1 0.8
C 3.235 1.801 -0.686 -0.3 0.9 -0.1
C 1.974 2.646 -1.049 0.9 0.3 -0.3
C 1.395 2.440 -2.465 -0.5 -0.4 0.5
C 1.208 0.966 -2.923 -0.2 0.6 0.0
C 0.769 -0.026 -1.826 0.3 -0.7 -1.0
C -0.033 -1.224 -2.473 -0.2 0.1 1.0
C -1.178 -1.593 -1.546 1.1 -0.2 -0.2
C -2.502 -1.385 -1.911 0.7 0.0 0.1
C -3.478 -1.724 -1.020 -0.9 0.4 -0.8
N -3.215 -2.241 0.177 -0.6 0.0 -0.2
C -4.355 -2.549 1.064 0.3 -0.6 1.2
C -4.718 -1.415 2.058 -0.4 0.3 -0.7
C -4.467 0.032 1.552 -0.7 0.2 0.8
C -5.761 0.754 1.052 1.4 0.4 -0.3
C -5.904 0.808 -0.472 -0.9 0.5 0.7
O -4.742 1.334 -1.089 -0.2 -0.7 -0.4
C -4.920 1.227 -2.500 -0.3 0.3 0.1
C -1.941 -2.435 0.542 0.9 -0.6 1.4
C -0.887 -2.144 -0.260 -0.4 0.8 -1.8
H 7.862 -0.639 -0.336 -0.3 -0.1 0.0
H 7.210 -1.967 0.640 -0.3 0.1 -0.3
H 7.863 -2.303 -0.955 -0.3 0.3 -0.1
H 6.630 0.440 -1.736 -0.1 -0.2 0.0
H 6.262 -0.916 -2.876 0.3 0.4 0.2
H 3.889 -0.552 -1.462 0.1 0.2 0.0
H 4.157 -0.192 -3.147 0.1 0.2 0.2
H 5.235 1.961 -1.460 -0.3 0.1 -0.2
H 4.049 2.171 -2.738 -0.2 -0.1 0.2
H 2.900 0.865 -0.225 0.3 0.0 -0.3
H 3.752 2.356 0.113 -0.2 -0.2 -0.1
H 2.288 3.701 -1.000 -0.3 -0.2 0.1
H 1.218 2.510 -0.269 0.1 0.0 -0.3
H 0.400 2.913 -2.483 0.3 0.0 0.0
H 2.005 2.975 -3.204 -0.1 -0.2 0.1
H 0.413 0.982 -3.687 0.3 0.0 0.1
H 2.126 0.657 -3.436 -0.2 -0.3 0.2
H 0.190 0.445 -1.031 0.0 0.1 -0.4
H 1.632 -0.496 -1.344 -0.1 0.4 0.1
H 0.608 -2.112 -2.552 0.0 0.3 -0.2
H -0.371 -0.946 -3.476 -0.2 -0.2 0.2
H -2.744 -0.958 -2.879 -0.1 -0.1 0.2
H -4.518 -1.565 -1.297 0.1 -0.2 0.4
H -5.190 -2.892 0.447 0.2 0.4 -0.1
H -4.054 -3.419 1.664 -0.1 0.1 -0.3
H -5.801 -1.497 2.229 0.3 -0.2 0.1
H -4.263 -1.590 3.040 0.2 0.0 -0.4
H -3.653 0.126 0.825 -0.2 0.0 0.1
H -4.151 0.612 2.430 0.1 -0.2 -0.2
H -6.651 0.329 1.528 0.1 0.1 -0.2
H -5.654 1.795 1.386 -0.3 -0.2 -0.1
H -6.211 -0.179 -0.868 0.3 0.2 -0.1
H -6.727 1.511 -0.696 0.0 -0.4 0.0
H -4.169 1.827 -3.023 0.1 -0.3 0.3
H -4.894 0.166 -2.799 0.1 0.3 -0.1
H -5.907 1.626 -2.785 0.2 -0.1 0.0
H -1.721 -2.852 1.524 -0.6 0.1 -0.1
H 0.142 -2.296 0.041 -0.2 -0.1 0.1
C 1.796 -0.068 5.844 0.0 0.0 0.0
C 2.017 -1.021 4.857 -0.1 0.1 0.1
C 1.610 -0.779 3.556 0.1 -0.2 -0.1
C 0.987 0.423 3.257 0.1 -0.1 0.3
C 0.755 1.379 4.232 -0.1 0.3 0.1
C 1.162 1.128 5.532 0.1 -0.1 0.0
N 0.576 0.695 1.877 0.1 0.0 0.1
O 0.773 -0.174 1.038 0.0 0.1 0.5
O 0.063 1.767 1.638 -0.1 -0.1 0.0
H 2.121 -0.257 6.859 0.0 0.0 0.0
H 2.510 -1.951 5.104 0.0 0.0 0.0
H 1.784 -1.522 2.791 0.0 0.1 -0.1
H 0.265 2.312 3.992 0.0 -0.1 -0.1
H 0.990 1.867 6.303 0.0 0.0 0.0
```
Forces are in eV/Å.

Total energy values, unit Ha, following the record order: -3398.6720, -1464.7043.